Entry one
Entry from OMol25: a 2-piece molecular cluster, C2H10N2 overall (ωB97M-V with the def2-TZVPD basis set).

Results
lowest unoccupied orbital energy	0.9	eV
structure (SMILES)	CN.CN

Geometry as ORCA input:
```
! wB97M-V def2-TZVPD RIJCOSX def2/J DEFGRID3
* xyz 0 1
C 2.42972 -1.12374 0.95619
N 1.88163 -0.27132 1.98927
H 1.67122 -1.49379 0.25432
H 3.03651 -1.88410 1.49989
H 3.18328 -0.52512 0.33704
H 1.49701 0.65471 1.60901
H 1.18714 -0.62601 2.58910
C -1.94427 1.27444 -1.35857
N -2.23630 -0.08375 -1.35876
H -2.83312 1.94650 -1.03044
H -1.70935 1.65979 -2.33160
H -1.08739 1.45469 -0.70367
H -2.90805 -0.48206 -2.05095
H -2.16803 -0.50024 -0.40084
*
```

Mulliken population analysis, charges in e, atoms 1 to 2:
1 C -0.59
2 N -0.55

***

Entry two
Entry from OMol25: a 2-piece molecular cluster, C2H10N2 overall (ωB97M-V with the def2-TZVPD basis set).

Results
lowest unoccupied orbital energy	0.9	eV
structure (SMILES)	CCN.N

Geometry as ORCA input:
```
! wB97M-V def2-TZVPD RIJCOSX def2/J DEFGRID3
* xyz 0 1
C -0.99194 0.45910 -1.21905
C -0.28518 1.38806 -0.24016
N -0.22502 1.04810 1.20109
H -0.69166 -0.58059 -1.09437
H -0.86007 0.87644 -2.21153
H -2.07067 0.53726 -1.07805
H -0.53468 2.45159 -0.23717
H 0.76413 1.36403 -0.56766
H -1.17351 0.98668 1.55274
H 0.23382 0.15541 1.33337
N 1.30265 -2.50246 0.19690
H 1.44980 -1.70658 -0.43057
H 2.22178 -2.58519 0.62260
H 0.69203 -1.96557 0.81791
*
```

Mulliken population analysis, charges in e, atoms 1 to 2:
1 C -0.84
2 C -0.50

***

Stability summary: most stable entry two, least stable entry one.

***

Entry one
Entry from OMol25: C31H38AsCrO as an isolated structure (ωB97M-V with the def2-TZVPD basis set).

Results
lowest unoccupied orbital energy (alpha / beta)	-7.9 / -6.6	eV

Geometry as ORCA input:
```
! wB97M-V def2-TZVPD RIJCOSX def2/J DEFGRID3
* xyz 2 4
C 1.79350 2.39786 -2.33013
H 2.61100 3.04956 -1.99963
H 2.12060 1.89526 -3.24813
H 1.64320 1.63116 -1.56233
C 0.51470 3.20586 -2.57493
H -0.29430 2.52726 -2.87523
H 0.19250 3.67326 -1.63543
C 0.69760 4.28646 -3.64572
H -0.22600 4.85296 -3.80652
H 1.48150 4.99616 -3.35563
H 0.99120 3.84206 -4.60423
C -0.84810 -2.16774 -1.60003
C -1.55130 -1.44094 -2.64493
C -0.58790 -1.08774 -3.58843
C 0.67880 -1.71044 -3.22712
C 0.50250 -2.45004 -2.05902
C 1.47060 -3.37394 -1.40223
C 1.91590 -1.62534 -4.05813
C -0.79950 -0.29124 -4.83323
C -3.01670 -1.16914 -2.68273
C -1.51600 -2.86634 -0.46113
Cr 0.05050 -0.28414 -1.51073
H 2.80180 -1.91794 -3.49652
H 1.84900 -2.27934 -4.93112
H 2.08850 -0.61564 -4.43223
H 2.50160 -3.12084 -1.64513
H 1.38170 -3.34994 -0.31723
H 1.30450 -4.40724 -1.71963
H -2.35600 -2.29264 -0.07213
H -1.89990 -3.83834 -0.78103
H -0.82830 -3.03994 0.36527
H -3.25110 -0.29424 -3.28772
H -3.56260 -2.01594 -3.10753
H -3.42140 -0.98864 -1.68793
H 0.02340 0.39936 -5.02153
H -0.87380 -0.94154 -5.70852
H -1.71320 0.29896 -4.78572
O -0.50680 -0.61694 0.29667
As -0.10320 0.03126 1.77867
C 0.76020 1.76486 1.62797
C 2.03190 1.95306 2.18767
C 2.64190 3.20846 2.13957
C 1.98090 4.28106 1.53657
C 0.71230 4.09616 0.97777
C 0.10290 2.83666 1.01927
C -1.83320 0.06416 2.66267
C -2.51610 -1.15304 2.81128
C -3.75740 -1.19274 3.44718
C -4.32310 -0.01604 3.94148
C -3.64400 1.20076 3.79818
C -2.39820 1.24186 3.15988
C 0.89400 -1.22454 2.93177
C 1.22860 -2.51624 2.53047
C 1.91890 -3.38334 3.38248
C 2.28250 -2.95894 4.66028
C 1.94570 -1.67104 5.08358
C 1.24960 -0.80984 4.22508
H 2.54860 1.13396 2.66838
H 3.62120 3.35136 2.57807
H 2.44910 5.25586 1.50667
H 0.20020 4.92966 0.51677
H -0.88360 2.69966 0.59617
H -2.08200 -2.07134 2.43657
H -4.27740 -2.13714 3.55808
H -5.28510 -0.04844 4.43638
H -4.08400 2.10906 4.18638
H -1.87750 2.18346 3.05778
H 0.93970 -2.85574 1.57677
H 2.16630 -4.38534 3.05227
H 2.81610 -3.62934 5.32268
H 2.22140 -1.34234 6.07728
H 0.99130 0.18416 4.56547
*
```

Mulliken population analysis, charges in e, atoms 1 to 2:
1 C -0.56
2 H 0.42

***

Entry two
Entry from OMol25: C31H38AsCrO as an isolated structure (ωB97M-V with the def2-TZVPD basis set).

Results
lowest unoccupied orbital energy (alpha / beta)	-8.1 / -7.9	eV

Geometry as ORCA input:
```
! wB97M-V def2-TZVPD RIJCOSX def2/J DEFGRID3
* xyz 2 4
C -3.03710 -0.01650 -1.31978
H -2.67087 -1.05875 -1.29160
H -3.94225 0.06471 -0.77049
H -0.68959 -0.50137 0.72277
C -2.50962 0.54819 -2.55630
H -2.26357 1.61466 -2.54675
H -1.62552 0.03338 -2.96658
C -3.68993 0.27603 -3.51174
H -3.54034 0.78275 -4.47303
H -3.80743 -0.80885 -3.68348
H -4.62747 0.64301 -3.04672
C -0.60657 2.23792 1.51688
C -1.13162 2.98272 0.40286
C -2.53549 2.77173 0.33726
C -2.90285 1.79056 1.38851
C -1.67328 1.44508 2.07098
C -1.59904 0.78268 3.38196
C -4.27187 1.56679 1.88713
C -3.50909 3.57544 -0.43823
C -0.36872 4.00508 -0.33914
C 0.71331 2.47464 2.13560
Cr -1.86135 0.75299 -0.05511
H -4.31404 0.65604 2.52439
H -4.67789 2.40798 2.49792
H -4.98592 1.41474 1.04208
H -2.54512 0.24705 3.61778
H -0.78075 0.02865 3.37984
H -1.40315 1.45217 4.25695
H 1.49899 2.64058 1.34795
H 0.79408 3.35913 2.83226
H 1.04611 1.58639 2.73772
H -0.89766 4.27869 -1.28152
H -0.18806 4.96605 0.20470
H 0.63931 3.60969 -0.61614
H -4.34694 2.94223 -0.81680
H -3.97257 4.40243 0.14850
H -3.02129 4.03772 -1.32359
O 0.74361 0.08164 0.45507
As 1.68607 -1.27876 -0.08811
C 0.66766 -2.26807 -1.39561
C 0.19994 -3.54724 -1.08427
C -0.55915 -4.24700 -2.02551
C -0.84887 -3.66738 -3.26839
C -0.37079 -2.38611 -3.57142
C 0.40257 -1.68567 -2.64003
C 3.28953 -0.39754 -0.65211
C 3.89578 0.50599 0.23199
C 5.07168 1.15924 -0.15223
C 5.61641 0.92987 -1.42391
C 4.99087 0.03967 -2.30667
C 3.82568 -0.62982 -1.92607
C 2.10719 -2.25458 1.52153
C 1.70734 -1.74429 2.75918
C 2.10438 -2.39564 3.93545
C 2.88717 -3.55697 3.85926
C 3.27692 -4.06124 2.61397
C 2.89792 -3.41077 1.43831
H 0.43197 -3.98714 -0.11228
H -0.92596 -5.24612 -1.78908
H -1.44910 -4.20957 -4.00079
H -0.59140 -1.92964 -4.53971
H 0.78105 -0.68586 -2.86442
H 3.45279 0.69604 1.21261
H 5.55769 1.84694 0.54364
H 6.53008 1.44797 -1.72330
H 5.41298 -0.13770 -3.29765
H 3.33174 -1.32838 -2.60115
H 1.09569 -0.84059 2.79402
H 1.80239 -1.98839 4.90259
H 3.19191 -4.06287 4.77840
H 3.88416 -4.96587 2.55524
H 3.20728 -3.78661 0.46444
*
```

Mulliken population analysis, charges in e, atoms 1 to 2:
1 C -1.55
2 H 0.43

***

Stability summary: most stable entry one, least stable entry two.

***

Entry one
Entry from OMol25: a 2-piece molecular cluster, C9H14N3OS overall (ωB97M-V with the def2-TZVPD basis set).

Results
lowest unoccupied orbital energy	-3.1	eV

Geometry as ORCA input:
```
! wB97M-V def2-TZVPD RIJCOSX def2/J DEFGRID3
* xyz 1 1
C -0.63044 -0.04746 0.01736
C -1.09569 -1.30876 0.04307
C -2.87800 0.33218 -0.09617
C 2.91830 -0.94867 -0.32672
C 2.85788 -0.55002 1.16425
C 1.49395 0.80540 -0.05185
C -0.19034 -2.46669 0.25850
C -4.13182 1.02050 -0.36470
C 0.93451 2.07626 -0.66350
N -1.67287 0.83909 -0.02418
N 2.06003 0.00624 -0.90824
N 2.00794 0.60899 1.20933
O 3.31688 -1.94294 -0.86347
S -2.85607 -1.42803 0.03970
H 2.63284 -1.54388 1.70955
H 3.78986 -0.40291 1.55588
H 0.91966 -2.12801 0.14009
H -0.37643 -2.98848 1.26184
H -0.23153 -3.17949 -0.50058
H -3.90687 2.05676 -0.02348
H -4.56960 0.73822 -1.35043
H -4.81967 0.72761 0.46377
H 1.74543 2.57634 -1.00245
H 0.52472 2.79846 0.06435
H 0.41057 1.89497 -1.60199
H 1.96636 -0.17494 -1.90178
H -1.59315 1.83443 -0.22600
H 1.37358 0.79486 1.97784
*
```

Mulliken population analysis, charges in e, atoms 1 to 2:
1 C -0.54
2 C 0.47

***

Entry two
Entry from OMol25: an isolated ion of composition C9H14N3OS and charge +1 (ωB97M-V with the def2-TZVPD basis set).

Results
lowest unoccupied orbital energy	-3.7	eV

Geometry as ORCA input:
```
! wB97M-V def2-TZVPD RIJCOSX def2/J DEFGRID3
* xyz 1 1
C 2.33420 -0.26156 -1.47373
C 2.66832 -0.00896 0.75135
C 2.11786 -2.13444 -0.10067
C -2.72583 -1.43861 -0.78987
C -3.26119 -0.53638 0.28092
C 1.74088 -1.54616 -1.24998
C -1.81564 -0.35755 -0.27805
C 0.35729 0.38400 0.53641
C 1.34287 3.09627 0.18756
N 2.75377 0.56402 -0.58632
N 1.36922 0.35486 1.43480
N -0.56708 -0.54438 0.37889
O 2.81230 -1.39295 0.85125
S 0.12288 1.86421 -0.44453
H 2.60703 -0.11434 -2.49010
H 3.46093 0.53162 1.41909
H 1.73509 -3.05910 0.31846
H -2.43231 -2.34792 -0.42797
H -3.05163 -1.33934 -1.83839
H -4.05766 0.32231 0.07965
H -3.24343 -0.81690 1.32156
H 1.07038 -1.93428 -2.02392
H -1.85122 0.51627 -0.96814
H 1.40439 3.11937 1.31951
H 1.04983 3.96345 -0.41959
H 2.30948 2.69756 -0.22689
H 1.29209 -0.23036 2.27768
H -0.48495 -1.54435 0.83672
*
```

Mulliken population analysis, charges in e, atoms 1 to 2:
1 C -0.05
2 C 0.06

***

Entry three
Entry from OMol25: an isolated ion of composition C9H14N3OS and charge +1 (ωB97M-V with the def2-TZVPD basis set).

Results
lowest unoccupied orbital energy	-3.9	eV

Geometry as ORCA input:
```
! wB97M-V def2-TZVPD RIJCOSX def2/J DEFGRID3
* xyz 1 1
C 0.04444 0.86501 0.00434
C 1.25760 0.86445 0.55611
C -1.16698 1.56758 -0.27457
C -2.53862 -0.52250 0.28198
C 2.06660 -0.37814 0.79857
C -0.33728 -1.18291 -0.40549
C 1.86190 2.23522 1.02630
C 3.16303 -0.40329 -0.26084
C -0.40044 -1.41065 -1.88465
N -2.36033 0.75885 -0.02535
N -1.56383 -1.40841 0.27005
N -3.78331 -0.80801 0.60256
O -1.20036 2.75839 -0.50457
S 0.96101 -1.87356 0.60794
H 2.44381 -0.33052 1.78836
H 2.88647 2.19387 0.69367
H 1.70952 2.24353 2.16137
H 1.38713 3.05006 0.56788
H 3.05386 0.65874 -0.62806
H 2.91411 -1.02338 -1.06338
H 4.07286 -0.71385 0.20981
H 0.18339 -0.63802 -2.37733
H -1.37446 -1.60442 -2.35664
H -0.04007 -2.34306 -2.19089
H -3.07967 1.53204 0.18750
H -1.86878 -2.34479 0.42049
H -4.45650 -0.17155 0.55963
H -3.83511 -1.57070 1.23524
*
```

Mulliken population analysis, charges in e, atoms 1 to 2:
1 C -0.23
2 C 0.23

***

Stability summary: most stable entry one, least stable entry two.